Record 1
Here is a molecular structure, C24H43Cl2F6GeO2PPdSb from the Open Molecules 2025 dataset. Energies are from ωB97M-V/def2-TZVPD.

Properties
Net charge: +2
Energy above the lowest of the compared OMol25 structures with the same formula, charge and spin in kcal/mol: 0.0
Multiplicity: 2

The geometry in XYZ format:
```
81
Properties=species:S:1:pos:R:3:lowdin_charge:R:1
Pd -1.16 1.50 0.14 0.800
Cl 5.45 0.91 3.61 0.885
C 4.06 0.64 2.70 -0.606
C 4.16 -0.02 1.46 -0.068
C 3.02 -0.27 0.74 -0.556
Cl 3.09 -1.01 -0.79 0.878
C 1.71 0.10 1.25 -0.351
O 0.64 -0.29 0.72 -0.153
C 1.68 0.92 2.45 -0.103
C 0.45 1.60 2.90 -0.120
O -0.55 1.84 2.24 -0.006
C 2.82 1.12 3.17 0.006
H 5.13 -0.32 1.08 0.134
H 0.47 1.95 3.94 0.162
H 2.79 1.67 4.10 0.141
C -0.30 5.19 1.59 -0.089
C 0.48 4.67 0.37 -0.476
C 1.86 4.14 0.78 -0.082
P -0.54 3.54 -0.66 1.082
C -2.13 4.46 -0.90 -0.485
C -2.78 4.32 -2.27 -0.086
C -3.15 4.15 0.22 -0.088
C 0.26 3.13 -2.26 -0.491
C -0.48 1.95 -2.91 -0.104
C 1.75 2.78 -2.12 -0.094
H 0.37 5.81 2.18 0.096
H -0.65 4.37 2.22 0.070
H -1.15 5.80 1.31 0.076
H 0.62 5.51 -0.33 0.135
H 1.79 3.13 1.18 0.048
H 2.26 4.78 1.56 0.096
H 2.57 4.13 -0.04 0.067
H -1.79 5.50 -0.78 0.117
H -3.24 3.34 -2.40 0.070
H -2.08 4.51 -3.10 0.080
H -3.57 5.06 -2.34 0.101
H -3.38 3.09 0.27 0.056
H -4.08 4.66 -0.02 0.101
H -2.83 4.49 1.20 0.066
H 0.16 4.03 -2.88 0.126
H -0.29 1.03 -2.36 0.058
H -0.10 1.82 -3.92 0.104
H -1.56 2.09 -2.98 0.056
H 1.93 2.13 -1.26 0.058
H 2.38 3.66 -2.04 0.080
H 2.05 2.23 -3.01 0.095
F -1.46 -0.66 -1.14 -0.425
Sb -3.39 -0.62 -0.76 1.432
F -3.24 -2.40 -0.22 -0.324
F -2.71 -0.03 0.97 -0.397
F -5.12 -0.24 -0.24 -0.290
F -3.08 1.25 -1.21 -0.380
F -3.69 -1.07 -2.53 -0.302
C -0.55 -6.22 2.93 -0.092
C -0.33 -4.80 2.44 -0.296
C 1.12 -4.55 2.04 -0.275
C 1.47 -3.08 1.75 -0.293
Ge 0.19 -2.37 0.45 1.086
C 0.35 -3.12 -1.33 -0.306
C -0.57 -4.35 -1.44 -0.275
C -0.65 -4.86 -2.88 -0.253
C 0.68 -5.38 -3.41 -0.101
H -1.60 -6.40 3.16 0.080
H 0.02 -6.41 3.84 0.082
H -0.24 -6.95 2.18 0.081
H -0.62 -4.08 3.22 0.115
H -0.99 -4.61 1.58 0.083
H 1.36 -5.16 1.16 0.111
H 1.78 -4.91 2.83 0.121
H 2.49 -3.01 1.36 0.061
H 1.40 -2.48 2.67 0.077
H -1.15 -2.07 1.10 0.014
H 1.40 -3.39 -1.46 0.055
H 0.08 -2.36 -2.07 0.071
H -1.58 -4.10 -1.10 0.093
H -0.20 -5.15 -0.79 0.104
H -1.03 -4.07 -3.52 0.113
H -1.38 -5.67 -2.91 0.116
H 1.43 -4.59 -3.49 0.065
H 0.56 -5.80 -4.41 0.079
H 1.09 -6.16 -2.77 0.080
```

=====

Record 2
Here is a molecular structure, C24H43Cl7P2Pb from the Open Molecules 2025 dataset. Energies are from ωB97M-V/def2-TZVPD.

Properties
Energy above the lowest of the compared OMol25 structures with the same formula, charge and spin in kcal/mol: 60.1

The geometry in XYZ format:
```
77
Properties=species:S:1:pos:R:3:lowdin_charge:R:1
Pb -0.58 0.05 -0.27 0.343
Cl -0.11 0.00 -2.68 0.095
P -0.91 -2.29 -0.49 0.938
C 0.38 -3.14 -1.57 -0.505
C -0.98 -3.37 1.03 -0.496
C -2.49 -2.55 -1.47 -0.518
C 1.78 -2.56 -1.45 -0.162
H 0.02 -2.91 -2.58 0.084
C 0.44 -4.66 -1.42 -0.108
H 1.02 -4.95 -0.55 0.082
H 0.94 -5.08 -2.29 0.090
H -0.53 -5.14 -1.35 0.048
H 1.88 -1.65 -2.03 0.034
H 2.50 -3.29 -1.84 0.089
H 2.05 -2.35 -0.42 -0.042
H -2.21 -2.05 -2.39 0.081
C -3.70 -1.82 -0.90 -0.133
C -2.85 -3.99 -1.80 -0.100
H -2.21 -4.42 -2.56 0.073
H -3.88 -4.03 -2.17 0.086
H -2.81 -4.64 -0.92 0.075
H -3.41 -1.04 -0.19 0.027
H -4.39 -2.49 -0.40 0.076
H -4.24 -1.33 -1.71 0.088
C 0.29 -3.19 1.86 -0.128
H -0.98 -4.39 0.65 0.091
C -2.23 -3.20 1.88 -0.109
H 1.17 -3.62 1.38 0.042
H 0.17 -3.69 2.82 0.092
H 0.49 -2.14 2.04 -0.024
H -2.47 -2.15 2.04 0.027
H -2.06 -3.65 2.86 0.085
H -3.09 -3.69 1.44 0.067
Cl -1.02 0.09 2.00 0.160
H -2.04 0.32 -0.95 -0.108
P -0.17 2.38 -0.44 0.934
C -1.05 3.20 -1.90 -0.504
C -0.59 3.51 0.99 -0.507
C 1.63 2.61 -0.88 -0.507
C -2.41 2.61 -2.23 -0.146
H -0.38 2.94 -2.73 0.089
C -1.16 4.72 -1.82 -0.108
H -1.98 5.02 -1.18 0.076
H -1.36 5.11 -2.81 0.091
H -0.26 5.21 -1.46 0.053
H -2.32 1.65 -2.72 0.028
H -2.94 3.28 -2.91 0.084
H -3.03 2.48 -1.34 0.066
H 1.65 2.08 -1.84 0.075
C 2.59 1.88 0.06 -0.118
C 2.10 4.04 -1.10 -0.100
H 1.72 4.46 -2.03 0.070
H 3.19 4.05 -1.17 0.088
H 1.82 4.70 -0.28 0.075
H 2.07 1.21 0.74 0.008
H 3.18 2.57 0.65 0.096
H 3.29 1.28 -0.53 0.086
C -2.06 3.37 1.36 -0.114
H -0.43 4.52 0.61 0.093
C 0.31 3.34 2.21 -0.096
H -2.71 3.96 0.72 0.067
H -2.21 3.72 2.38 0.086
H -2.38 2.34 1.30 0.027
H 0.35 2.31 2.55 0.025
H -0.08 3.94 3.03 0.089
H 1.33 3.67 2.01 0.073
Cl 3.73 -2.61 1.10 0.700
C 3.18 -0.92 0.75 -0.657
C 1.82 -0.70 1.29 -0.228
C 1.97 -0.29 2.73 -0.641
Cl 0.77 -0.29 4.05 0.539
C 3.20 0.20 3.25 -0.659
Cl 3.36 0.78 4.93 0.605
C 4.33 0.32 2.46 -0.712
Cl 5.83 1.02 3.09 0.619
C 4.32 -0.24 1.21 -0.821
Cl 5.83 -0.40 0.30 0.635
```

=====

Record 3
Here is a molecular structure, C24H43FIrP2 from the Open Molecules 2025 dataset. Energies are from ωB97M-V/def2-TZVPD.

Properties
Net charge: +1
Energy above the lowest of the compared OMol25 structures with the same formula, charge and spin in kcal/mol: 71.9
Multiplicity: 5

The geometry in XYZ format:
```
71
Properties=species:S:1:pos:R:3:lowdin_charge:R:1
Ir 2.97 0.48 -2.03 1.062
C 0.94 -0.20 -1.15 -0.263
C 0.86 -0.14 -2.59 -0.293
C 2.50 -1.69 -2.02 -0.321
C 1.97 -1.13 -0.80 -0.294
C 1.81 -1.07 -3.13 -0.314
C 0.13 0.60 -0.19 -0.001
H -0.69 1.11 -0.70 0.097
H 0.75 1.37 0.27 0.044
H -0.28 0.00 0.63 0.096
C 2.39 -1.50 0.59 -0.009
H 2.44 -0.61 1.23 0.084
H 3.36 -1.99 0.57 0.081
H 1.66 -2.19 1.03 0.113
C 3.58 -2.71 -2.13 -0.009
H 3.34 -3.43 -2.93 0.094
H 3.68 -3.25 -1.19 0.088
H 4.54 -2.24 -2.38 0.081
C 2.06 -1.35 -4.57 -0.016
H 2.21 -2.42 -4.72 0.091
H 2.95 -0.82 -4.93 0.077
H 1.20 -1.03 -5.17 0.088
C -0.08 0.72 -3.38 -0.015
H -1.07 0.25 -3.46 0.110
H 0.31 0.86 -4.39 0.081
H -0.21 1.70 -2.91 0.083
C -0.95 3.16 2.96 -0.185
C -1.73 3.72 2.05 -0.164
C -1.43 5.06 1.36 -0.179
C 0.06 5.32 0.98 -0.189
C 0.77 4.05 0.69 -0.259
C 1.42 3.33 1.77 -0.331
C 1.48 3.93 3.15 -0.171
C 0.10 3.75 3.84 -0.175
H -1.80 5.90 1.98 0.109
H 0.56 5.88 1.79 0.106
H -2.00 5.10 0.42 0.098
H -0.23 4.70 4.29 0.116
H -1.00 1.71 3.05 -0.038
H -2.69 3.28 1.74 0.089
H 0.26 3.04 4.67 0.107
H 2.24 3.38 3.73 0.111
H 1.24 2.24 1.84 0.113
H 1.80 4.99 3.13 0.098
H 0.10 5.96 0.08 0.114
H 0.28 3.45 -0.10 0.119
P 2.79 3.54 0.36 0.933
P 4.57 1.55 -2.75 0.569
C 2.98 3.34 -1.43 -0.370
C 4.42 3.19 -1.94 -0.351
H 2.53 4.23 -1.90 0.108
H 2.33 2.47 -1.70 0.013
H 4.64 3.94 -2.71 0.093
H 5.21 3.25 -1.18 0.073
C 6.15 0.78 -2.42 -0.214
H 5.95 -0.22 -2.02 0.034
H 6.72 1.36 -1.69 0.059
H 6.69 0.70 -3.37 0.057
C 4.47 1.88 -4.52 -0.209
H 5.29 1.35 -5.02 0.059
H 4.54 2.96 -4.70 0.057
H 3.50 1.50 -4.87 0.035
C 4.10 2.65 1.25 -0.182
H 4.06 2.90 2.32 0.069
H 5.08 2.98 0.88 0.045
H 4.00 1.57 1.12 0.047
C 3.31 5.30 0.56 -0.152
H 2.74 5.93 -0.14 0.067
H 4.37 5.38 0.32 0.061
H 3.13 5.66 1.58 0.062
F -0.81 0.69 2.93 -0.287
```